# 1
The following is a quantum chemistry calculation of the molecule C3H7N3O, from the OMol25 dataset.

```
14
Properties=species:S:1:pos:R:3:forces:R:3:lowdin_charge:R:1
C -1.81812 0.41589 -2.17062 0.094 0.304 0.180 -0.152
N -0.74724 -0.24476 -1.28141 0.131 -0.181 0.091 -0.039
C 0.01753 0.52699 -0.23007 0.012 0.543 0.010 -0.456
O 0.10632 1.71976 -0.27968 -0.037 -0.659 0.008 0.131
N 0.55837 -0.27914 0.73566 -0.036 -0.097 -0.070 0.099
C 1.31355 0.21964 1.80211 0.100 -0.065 0.123 -0.254
N 1.84603 -0.59533 2.60859 -0.130 0.323 -0.186 0.100
H -1.25911 1.23484 -2.64832 -0.131 -0.132 0.009 -0.023
H -2.47941 0.90115 -1.43507 0.037 -0.091 -0.127 -0.022
H -0.06530 -0.63674 -1.93317 -0.037 0.041 0.067 0.147
H -1.19679 -1.04837 -0.84003 0.048 0.089 -0.050 0.134
H 0.49005 -1.28852 0.69189 -0.034 0.130 -0.039 0.149
H 1.35659 1.31062 1.81352 0.029 -0.146 0.042 0.134
H 2.35894 -0.09779 3.33282 -0.046 -0.058 -0.056 0.052
```
Positions in Å, forces in eV/Å.

Values from the calculation:
Kohn-Sham gap ... 7.2027 eV
E_tot ... -9739.2483 eV
ΔE to the lowest compared entry with this formula, charge and spin ... 365.2 kJ/mol
HOMO level ... -6.96 eV
LUMO ... 0.242 eV



# 2
The following is a quantum chemistry calculation of the molecule C3H7N3O at a distorted geometry, from the OMol25 dataset.

```
14
Properties=species:S:1:pos:R:3:forces:R:3:lowdin_charge:R:1
C 0.56866 0.44164 -0.48279 -6.833 1.230 1.188 -0.058
C -1.12420 0.61562 -0.19850 1.514 1.137 -2.223 -0.453
C 0.82635 -0.79275 0.18525 5.780 -0.573 -0.661 -0.329
N -1.55459 0.67862 1.09279 0.421 -0.470 0.794 0.096
O 2.33215 -0.91441 -0.45348 -1.286 -2.194 1.309 -0.130
N -1.93348 0.84322 -1.16110 0.287 -0.375 0.276 0.088
N 0.38610 -1.61825 1.00505 0.384 0.627 -1.155 0.188
H 2.91148 -0.13764 -0.46109 -0.815 0.134 0.375 0.054
H -2.56334 0.68907 1.19285 0.163 0.021 -0.187 0.099
H -1.10211 0.02557 1.72809 -0.142 0.270 -0.169 0.072
H -1.48099 0.83405 -2.07523 0.009 0.079 0.318 0.032
H 1.07722 -2.35235 1.18844 -0.148 0.229 0.008 0.095
H 1.01160 1.30650 0.00567 0.336 -0.172 -0.179 0.128
H 0.64517 0.38110 -1.56595 0.330 0.056 0.306 0.117
```
Positions in Å, forces in eV/Å.

Values from the calculation:
Kohn-Sham gap ... 9.9452 eV
E_tot ... -9740.3033 eV
ΔE to the lowest compared entry with this formula, charge and spin ... 263.4 kJ/mol
HOMO level ... -9.35 eV
LUMO ... 0.591 eV



# 3
The following is a quantum chemistry calculation of the molecule C3H7N3O2 at a distorted geometry, from the OMol25 dataset.

```
15
Properties=species:S:1:pos:R:3:forces:R:3:lowdin_charge:R:1
C 0.20125 -1.99223 -0.67833 0.361 -0.308 -0.031 -0.138
C 1.37263 0.76129 -0.66614 0.926 0.520 -0.155 -0.134
C 0.30273 1.08582 0.04634 0.115 -0.942 -0.316 -0.363
N -1.58020 -0.05207 0.85703 0.699 -0.822 0.677 0.065
N 0.15623 2.27497 0.76145 -0.296 0.354 0.273 0.091
O -0.24230 -0.78321 -1.24893 -0.361 0.178 1.651 -0.174
N -0.84921 0.26994 -0.21430 -0.664 1.330 -2.243 -0.132
O 2.43534 0.63796 -1.14569 -0.669 -0.189 0.198 0.162
H -2.35355 -0.68053 0.68547 0.057 0.395 -0.048 0.110
H -1.09076 -0.13743 1.74672 0.019 -0.593 -0.125 0.099
H -0.30789 3.00270 0.22967 0.191 0.061 0.091 0.091
H 0.97223 2.61127 1.25470 -0.178 -0.180 -0.128 0.091
H -0.09719 -2.09705 0.37534 -0.013 0.062 -0.151 0.075
H -0.21178 -2.82780 -1.25050 -0.159 0.066 0.111 0.081
H 1.29248 -2.07363 -0.75280 -0.028 0.067 0.194 0.078
```
Positions in Å, forces in eV/Å.

Values from the calculation:
Kohn-Sham gap ... 8.2975 eV
E_tot ... -11784.8402 eV
ΔE to the lowest compared entry with this formula, charge and spin ... 624.5 kJ/mol
HOMO level ... -7.46 eV
LUMO ... 0.835 eV



# 4
The following is a quantum chemistry calculation of a structure of composition C3H7N3O2 at a distorted geometry, from the OMol25 dataset.

```
15
Properties=species:S:1:pos:R:3:forces:R:3:lowdin_charge:R:1
C -0.11955 -0.22246 -1.85429 -0.070 0.465 0.376 -0.105
N 0.72832 0.36751 1.34025 -1.272 -0.795 -0.733 0.188
C 0.75097 1.17813 0.33580 0.917 -2.023 -1.009 -0.331
C -0.12136 -0.98876 0.91044 0.848 0.144 1.635 -0.569
N -1.36727 -0.92406 1.51009 -0.191 0.137 -0.002 0.134
O -0.43573 0.15580 -0.52364 0.223 0.572 0.125 -0.232
N 1.47539 1.95237 -0.29034 -0.697 1.056 0.610 0.171
O 0.52085 -2.00336 0.78602 -0.301 0.960 -0.635 0.071
H 1.32652 0.47254 2.14609 -0.007 0.018 -0.019 0.148
H -1.94915 -0.18327 1.14297 0.012 -0.135 0.129 0.094
H -1.82342 -1.82454 1.55510 0.066 0.056 -0.159 0.103
H 1.17964 2.90688 -0.45497 0.115 -0.160 -0.379 0.077
H 0.62674 -1.02229 -1.83885 -0.037 0.050 -0.208 0.090
H -1.03240 -0.52656 -2.37381 0.067 -0.219 0.189 0.083
H 0.24045 0.66207 -2.39085 0.327 -0.124 0.081 0.077
```
Positions in Å, forces in eV/Å.

Values from the calculation:
Kohn-Sham gap ... 10.2220 eV
E_tot ... -11787.2507 eV
ΔE to the lowest compared entry with this formula, charge and spin ... 392.0 kJ/mol
HOMO level ... -9.54 eV
LUMO ... 0.683 eV